[1]
A single C5H9NSi molecule at a distorted geometry. Source: the Open Molecules 2025 dataset; level of theory: ωB97M-V/def2-TZVPD.

## Properties
**SMILES**: Cn1cccc1[SiH3]
**Energy relative to the best compared isomer or geometry (same formula, charge and spin)**: 223.59 kJ/mol
**Strongest force on any atom**: 0.1071 Eh/bohr
**LUMO level**: 0.0347 hartree
**Electronic energy**: -14695.5944 eV

Last column: natural (NBO) charge in e.
Positions of all 16 atoms, in Å:
C1 1.3494 -0.2036 -1.4081  -0.3880
N1 0.4544 -0.5615 -0.3556  -0.3116
C2 0.2568 -1.8447 0.1490  -0.1017
C3 -0.7995 -1.8015 1.1477  -0.3107
C4 -1.2361 -0.5215 1.3032  -0.2374
C5 -0.3607 0.4057 0.1689  -0.3285
Si1 -0.5529 2.2492 -0.1109  0.8584
H1 0.8245 0.2392 -2.1431  0.2066
H2 2.1234 0.4382 -0.9186  0.2082
H3 1.7865 -1.1363 -1.7383  0.2119
H4 0.9964 -2.6126 -0.0434  0.2112
H5 -1.1606 -2.6984 1.8149  0.2356
H6 -1.8394 -0.1425 2.1782  0.2288
H7 0.4115 3.0252 0.6068  -0.1856
H8 -1.8216 2.3201 0.7506  -0.1338
H9 -0.4320 2.8449 -1.4016  -0.1633



[2]
A molecular structure, C14H18FO18Pb at a distorted geometry. Source: the Open Molecules 2025 dataset; level of theory: ωB97M-V/def2-TZVPD.

## Properties
**Energy relative to the best compared isomer or geometry (same formula, charge and spin)**: 0.00 kJ/mol
**Charge**: -1
**Strongest force on any atom**: 0.0686 Eh/bohr
**LUMO level**: 0.0797 hartree
**Electronic energy**: -59635.4135 eV

Last column: natural (NBO) charge in e.
Positions of all 52 atoms, in Å:
Pb1 28.5694 23.7556 -0.6498  1.5915
O1 30.9313 26.7744 -2.8644  -0.7145
C1 30.1130 25.9847 -2.1095  0.9371
O2 30.0844 26.1417 -0.8603  -0.8024
O3 29.4560 25.0593 -2.6828  -0.7982
H1 31.3629 27.1733 -2.0760  0.4812
O4 24.6795 24.9442 0.9045  -0.7319
C2 25.9903 24.6510 0.6361  0.9446
O5 26.7637 25.5915 0.3271  -0.7971
O6 26.3595 23.4527 0.6718  -0.7892
H2 24.6513 25.9080 0.8402  0.4793
O7 28.7396 19.4556 -1.6940  -0.7252
C3 28.7907 20.7564 -1.2918  0.9425
O8 28.6664 20.9780 -0.0430  -0.8169
O9 28.9535 21.6747 -2.1196  -0.7820
H3 28.6376 19.0539 -0.8127  0.4833
C4 22.9717 22.1416 -4.8150  -0.6286
C5 23.5334 22.4454 -3.4245  0.0638
C6 24.1467 21.2453 -2.7291  -0.0924
O10 25.3494 21.7546 -2.1640  -0.4486
C7 25.5507 22.9836 -2.6407  0.9924
O11 26.5071 23.6480 -2.3603  -0.5767
O12 24.6026 23.3823 -3.4870  -0.4732
H4 22.0104 21.6335 -4.8687  0.2163
H5 23.7835 21.6145 -5.3200  0.2110
H6 22.7607 23.0775 -5.3373  0.2245
H7 22.6682 22.8456 -2.8870  0.1760
H8 24.3785 20.4539 -3.4453  0.1794
H9 23.4687 20.8707 -1.9636  0.1973
C8 32.2098 22.9147 5.4671  -0.6247
C9 32.1467 23.0586 3.9538  0.0634
C10 32.0216 21.6586 3.2975  -0.0875
O13 30.9127 21.8399 2.3983  -0.4731
C11 30.3383 23.0373 2.5697  0.9938
O14 29.5008 23.5028 1.8671  -0.5595
O15 30.9607 23.7096 3.5478  -0.4873
H10 32.2377 23.9105 5.9103  0.2223
H11 33.0868 22.3452 5.7798  0.2087
H12 31.3651 22.3600 5.8763  0.2173
H13 33.0674 23.4420 3.5145  0.1844
H14 31.8204 20.8274 3.9711  0.1824
H15 32.8267 21.4487 2.5947  0.1905
C12 34.1419 22.3146 -2.1356  -0.1157
C13 34.6089 23.3085 -1.0627  0.4346
O16 33.4565 23.4170 -0.2757  -0.5071
C14 32.3621 23.0933 -1.0444  0.9974
O17 31.2472 23.1181 -0.6777  -0.5195
O18 32.7926 22.6319 -2.2421  -0.4640
F1 34.8121 24.5247 -1.6654  -0.3489
H16 34.2703 21.3040 -1.7319  0.1780
H17 34.7463 22.4316 -3.0317  0.2100
H18 35.5131 23.0079 -0.5383  0.1614



[3]
A molecular structure, C4H6HgO7 at a distorted geometry. Source: the Open Molecules 2025 dataset; level of theory: ωB97M-V/def2-TZVPD.

## Properties
**Energy relative to the best compared isomer or geometry (same formula, charge and spin)**: 152.18 kJ/mol
**Multiplicity**: 2
**Charge**: -1
**Strongest force on any atom**: 0.0356 Eh/bohr
**LUMO level (alpha / beta)**: 0.1141 / 0.0238 hartree
**Electronic energy**: -22751.4632 eV

Last column: natural (NBO) charge in e.
Positions of all 18 atoms, in Å:
O1 -1.7191 1.8228 -2.4046  -0.8187
C1 -2.0073 1.0794 -1.4003  0.9408
O2 -2.9302 1.4651 -0.5968  -0.8329
O3 -1.4447 -0.0864 -1.2838  -0.7676
Hg1 -3.5931 3.1990 -2.0531  0.6761
O4 0.1566 -2.8134 0.6025  -0.7133
C2 0.4907 -1.9889 -0.4915  -0.1487
C3 0.2229 -0.5316 -0.1749  0.0770
H1 0.1902 -3.7342 0.3317  0.4614
H2 -0.0775 -2.2732 -1.3930  0.2028
H3 1.5519 -2.1014 -0.7723  0.1744
H4 -0.4587 -0.4725 0.6881  0.2594
H5 0.7685 0.0564 -0.9293  0.2495
O5 1.6885 -0.0422 1.0846  -0.7444
C4 1.8578 1.1149 1.6045  0.9675
O6 2.3413 2.1105 1.0761  -0.7324
O7 1.3559 1.1745 2.8622  -0.7230
H6 1.6063 2.0212 3.2500  0.4723



[4]
A molecular structure, C4H11ClN2 at a distorted geometry. Source: the Open Molecules 2025 dataset; level of theory: ωB97M-V/def2-TZVPD.

## Properties
**Energy relative to the best compared isomer or geometry (same formula, charge and spin)**: 120.27 kJ/mol
**Strongest force on any atom**: 0.1107 Eh/bohr
**LUMO level**: 0.0366 hartree
**Electronic energy**: -19826.0240 eV

Last column: natural (NBO) charge in e.
Positions of all 18 atoms, in Å:
C1 1.8630 0.2341 0.7034  -0.6578
C2 -0.5059 0.0525 -2.0952  -0.6323
C3 0.4233 -0.0954 0.7353  0.0021
C4 -0.2101 -0.9107 -0.8943  -0.1983
N1 -1.7526 0.6024 1.5457  -0.6876
N2 -0.4198 1.0602 0.9988  -0.5033
Cl1 0.9383 -2.1334 -1.3937  -0.0578
H1 2.3915 -0.7675 0.7332  0.2308
H2 2.0550 0.6886 1.6314  0.2147
H3 2.2738 0.6987 -0.1616  0.2293
H4 0.4565 0.2045 -2.3768  0.2171
H5 -1.1230 0.7230 -1.6577  0.2235
H6 -0.9731 -0.5685 -2.9090  0.2141
H7 0.0603 -0.8146 1.5164  0.1673
H8 -1.0944 -1.4032 -0.4108  0.1856
H9 -1.8917 -0.3910 1.3062  0.3394
H10 -2.4303 1.1752 0.9206  0.3557
H11 -0.0608 1.6451 1.8082  0.3574



[5]
5 unconnected molecules or ions with the total composition C23H43N3O5. Source: the Open Molecules 2025 dataset; level of theory: ωB97M-V/def2-TZVPD.

## Properties
**SMILES**: NC(=O)CCc1cnc2ccccc2n1.CC(C)O.CC(C)O.CC(C)O.CC(C)O
**Strongest force on any atom**: 0.0165 Eh/bohr
**LUMO level**: -0.0176 hartree
**Electronic energy**: -39257.1460 eV

Last column: Mulliken charge in e.
Positions of all 74 atoms, in Å:
N1 -4.8327 0.0488 -2.7913  -0.2285
C1 -5.7018 0.7066 -1.9104  0.2759
O1 -6.3736 1.6504 -2.2615  -0.6297
C2 -5.8351 0.0630 -0.5493  -0.4074
C3 -4.5112 -0.2176 0.1881  -0.9757
C4 -3.4372 0.8109 -0.0382  0.5143
C5 -2.0747 0.4107 -0.2004  -0.2124
N2 -1.1023 1.2534 -0.3877  -0.4419
C6 -1.4423 2.5728 -0.4371  0.4692
C7 -0.4452 3.5418 -0.6492  -0.5530
C8 -0.7770 4.8608 -0.6936  -0.6163
C9 -2.1201 5.2677 -0.5346  -0.4718
C10 -3.1062 4.3482 -0.3342  -0.5575
C11 -2.7881 2.9794 -0.2762  0.3244
N3 -3.7780 2.0685 -0.0679  -0.4137
H1 -3.9276 -0.1504 -2.3813  0.1257
H2 -4.6922 0.6556 -3.5941  0.3290
H3 -6.3298 -0.8973 -0.7050  0.3577
H4 -6.4852 0.7005 0.0396  0.3100
H5 -4.7254 -0.2313 1.2591  0.3804
H6 -4.1261 -1.2103 -0.0475  0.3468
H7 -1.8276 -0.6464 -0.1621  0.3880
H8 0.5786 3.2199 -0.7818  0.4295
H9 -0.0126 5.6083 -0.8559  0.4048
H10 -2.3829 6.3151 -0.5738  0.3895
H11 -4.1420 4.6367 -0.2243  0.4782
C12 1.4742 0.4684 2.8677  -1.2763
C13 2.6053 0.3095 1.8696  0.7563
C14 2.9606 1.6293 1.2065  -0.8295
O2 2.2581 -0.6676 0.8828  -0.3823
H12 0.5706 0.8159 2.3566  0.2944
H13 1.2390 -0.4872 3.3389  0.2916
H14 1.7334 1.1856 3.6451  0.2932
H15 3.4853 -0.0864 2.3785  0.0315
H16 2.0954 2.0156 0.6598  -0.0960
H17 3.7760 1.4951 0.4949  0.3184
H18 3.2626 2.3680 1.9492  0.3618
H19 1.4837 -0.3419 0.4076  0.2645
C15 5.7108 -3.2384 0.4408  -1.0994
C16 5.0384 -2.7865 -0.8469  0.3149
C17 5.1717 -1.2885 -1.0503  -0.7550
O3 3.6599 -3.1501 -0.8545  -0.5684
H20 5.2469 -2.7421 1.2979  0.1718
H21 5.5989 -4.3145 0.5738  0.3139
H22 6.7747 -2.9952 0.4395  0.3636
H23 5.4792 -3.3218 -1.6900  0.3026
H24 4.6762 -0.7813 -0.2185  -0.1295
H25 4.6736 -0.9811 -1.9699  0.2948
H26 6.2117 -0.9596 -1.0893  0.4184
H27 3.2236 -2.6509 -0.1505  0.3371
C18 -5.9870 -2.9944 -6.5665  -1.2567
C19 -4.6162 -2.5029 -6.1289  0.3682
C20 -4.0976 -3.2733 -4.9242  -1.1891
O4 -4.6444 -1.1035 -5.8567  -0.5514
H28 -6.7121 -2.8530 -5.7602  0.3153
H29 -6.3351 -2.4336 -7.4336  0.3098
H30 -5.9647 -4.0546 -6.8222  0.3890
H31 -3.9132 -2.6102 -6.9567  0.2968
H32 -4.7703 -3.1355 -4.0731  0.2637
H33 -3.1112 -2.9103 -4.6350  0.2907
H34 -4.0272 -4.3410 -5.1366  0.4020
H35 -5.2548 -0.9629 -5.1228  0.3328
C21 3.8601 -0.4590 6.2067  -1.1893
C22 4.8488 0.3823 5.4151  0.5009
C23 5.9591 0.9325 6.2954  -1.4097
O5 4.1745 1.4384 4.7301  -0.4741
H36 3.3816 0.1495 6.9794  0.3348
H37 3.0789 -0.8475 5.5530  0.2429
H38 4.3562 -1.2988 6.6943  0.3883
H39 5.2852 -0.2256 4.6203  0.2268
H40 5.5394 1.5791 7.0711  0.3665
H41 6.6577 1.5251 5.7052  0.3367
H42 6.5102 0.1288 6.7849  0.3790
H43 3.7706 2.0102 5.3923  0.3181



[6]
A single C5H8O molecule at a distorted geometry. Source: the Open Molecules 2025 dataset; level of theory: ωB97M-V/def2-TZVPD.

## Properties
**SMILES**: C[C@H]1C[C@H]1C=O
**Energy relative to the best compared isomer or geometry (same formula, charge and spin)**: 289.90 kJ/mol
**Strongest force on any atom**: 0.0223 Eh/bohr
**LUMO level**: 0.0208 hartree
**Electronic energy**: -7359.2507 eV

Last column: natural (NBO) charge in e.
Positions of all 14 atoms, in Å:
C1 -1.4094 -0.8461 -0.3680  -0.6046
C2 -0.5234 0.3528 -0.5551  -0.2686
C3 -0.1895 1.1984 0.5620  -0.2191
C4 0.9747 0.1802 -0.4945  -0.3839
C5 1.6808 -0.4553 0.5823  0.3630
O1 1.3678 -0.3242 1.7581  -0.5928
H1 -1.0919 -1.4265 0.5055  0.2218
H2 -2.4446 -0.5270 -0.2273  0.2120
H3 -1.3470 -1.4883 -1.2509  0.2158
H4 -0.7229 0.9525 -1.4397  0.2321
H5 -0.5157 0.8964 1.5689  0.2401
H6 0.1305 2.2220 0.4849  0.2175
H7 1.5062 0.3096 -1.4593  0.2375
H8 2.5845 -1.0444 0.3333  0.1290



[7]
A molecular structure, C9H19N5O4 at a distorted geometry. Source: the Open Molecules 2025 dataset; level of theory: ωB97M-V/def2-TZVPD.

## Properties
**Energy relative to the best compared isomer or geometry (same formula, charge and spin)**: 805.35 kJ/mol
**Strongest force on any atom**: 0.1154 Eh/bohr
**LUMO level**: -0.0159 hartree
**Electronic energy**: -25274.5973 eV

Last column: natural (NBO) charge in e.
Positions of all 37 atoms, in Å:
C1 -0.3743 0.0258 -0.1216  -0.1429
C2 0.9775 -0.3310 0.7178  0.6833
C3 -0.6941 -1.3982 -0.6366  -0.4049
C4 -2.1912 -1.4908 -1.2406  -0.4094
C5 -3.2654 -1.1887 -0.1194  -0.2717
C6 -4.3200 1.0977 0.1809  0.5624
C7 3.4131 0.2324 0.8019  -0.2117
C8 4.0419 1.4561 0.0271  0.8014
C9 4.5849 -0.9538 0.5907  -0.0650
H1 -0.1779 1.9745 -0.8980  0.3849
H2 0.0059 0.8469 -1.9888  0.3765
H3 -0.9497 0.2571 0.7039  0.2231
H4 0.0638 -1.7219 -1.3870  0.2064
H5 -0.5403 -1.9505 0.2327  0.2262
H6 -2.2255 -0.5782 -1.9786  0.2243
H7 -2.3729 -2.5677 -1.8019  0.2272
H8 -4.1693 -1.5268 -0.5994  0.2145
H9 -3.2945 -1.8971 0.7116  0.2010
H10 -2.3821 0.7779 -0.2184  0.4005
H11 -3.6407 2.8506 -0.5893  0.3383
H12 -5.6423 1.4421 1.8603  0.4407
H13 -4.7813 -0.4598 1.3601  0.3861
H14 2.0331 0.7550 -0.6415  0.4233
H15 2.9780 0.4408 1.7752  0.2500
H16 4.2948 -2.0325 0.8659  0.2009
H17 5.4962 -0.3618 1.2875  0.1706
H18 3.9881 -1.7838 -1.0301  0.4722
H19 5.5726 1.7770 1.5333  0.5047
N1 -0.4048 1.0609 -1.0903  -0.8511
N2 -3.1460 0.3431 0.2117  -0.6602
N3 -4.4071 2.4169 -0.0549  -0.7781
N4 -5.2825 0.5400 1.0332  -0.8671
N5 2.2010 0.0410 0.0231  -0.6699
O1 0.9655 -0.8688 1.8679  -0.6344
O2 3.3884 1.9997 -0.9026  -0.5818
O3 4.9066 -1.0184 -0.8059  -0.6934
O4 5.3504 1.7942 0.3202  -0.6769